Density functional theory data (ωB97M-V/def2-TZVPD) for a structure of composition C68H53AsN5O4PPbS2.

```
135
Properties=species:S:1:pos:R:3:forces:R:3
Pb -0.93760 1.10130 0.41097 0.26 -0.15 -0.40
C 3.30431 4.29924 6.07045 0.00 0.00 0.01
C 3.59355 3.31015 5.13995 0.00 0.01 -0.01
C 2.62302 2.89648 4.23836 0.01 -0.06 0.01
C 1.34909 3.46176 4.25574 0.03 0.02 0.02
C 1.06574 4.44571 5.19960 0.00 0.01 -0.04
C 2.03678 4.86557 6.09846 0.01 0.00 0.00
C 0.32742 2.96350 3.28776 0.00 0.07 0.04
C -0.01923 3.79622 2.20537 0.08 -0.01 -0.09
C 0.30374 5.20464 2.11231 0.05 -0.02 0.00
C -0.31883 5.67359 1.00421 0.02 0.01 -0.05
C -0.99591 4.54995 0.39248 0.18 -0.07 0.01
N -0.76875 3.43557 1.14175 -0.34 0.04 0.21
C -1.75979 4.61283 -0.77310 -0.05 0.05 -0.02
C -2.54656 3.57687 -1.31106 -0.01 -0.05 -0.02
C -3.35492 3.68495 -2.50250 0.04 0.01 -0.02
C -3.99867 2.49876 -2.64892 0.01 -0.03 -0.02
C -3.59292 1.66658 -1.54484 0.04 0.00 0.02
C -4.10976 0.38487 -1.27733 -0.01 0.01 -0.09
C -5.07997 -0.17712 -2.26619 -0.04 0.02 0.01
C -4.68747 -1.21772 -3.10518 -0.06 0.03 -0.03
C -5.59409 -1.73997 -4.02007 -0.01 0.00 0.01
C -6.88573 -1.23824 -4.10636 -0.01 0.00 -0.01
C -7.27869 -0.20405 -3.26644 0.00 0.00 0.00
C -6.37792 0.32196 -2.35070 0.01 0.02 -0.01
C -3.86553 -0.37454 -0.13677 0.02 -0.02 0.07
N -2.98889 -0.06532 0.86332 -0.08 0.14 0.08
C -3.16405 -0.96555 1.85719 0.05 -0.11 -0.09
C -2.47768 -0.98626 3.08699 -0.05 0.01 0.01
C -2.79539 -2.10179 4.02936 0.04 0.00 -0.03
C -1.82994 -3.06733 4.30503 0.00 0.02 -0.02
C -2.09670 -4.10148 5.19113 0.01 0.00 -0.01
C -3.33777 -4.18832 5.80681 0.00 -0.01 0.01
C -4.30902 -3.23332 5.53436 0.00 0.00 -0.01
C -4.03763 -2.19577 4.65366 0.01 0.02 0.00
C -1.54885 -0.03586 3.51312 0.12 0.01 0.01
C -0.93124 -0.01812 4.82925 0.02 -0.08 -0.03
C -0.11990 1.05614 4.86715 0.07 0.01 -0.03
C -0.25063 1.73044 3.58583 -0.01 -0.13 -0.01
N -1.09883 1.02799 2.79489 -0.31 0.11 0.11
C -4.17749 -1.92389 1.46216 0.03 -0.02 0.02
C -4.60223 -1.56242 0.23052 0.01 -0.01 -0.05
N -2.69832 2.33818 -0.77531 -0.05 0.04 0.12
C -1.77453 5.92092 -1.49089 -0.01 0.00 0.03
C -2.93203 6.69406 -1.56482 -0.01 -0.02 -0.02
C -2.93186 7.91446 -2.22526 0.00 0.00 0.00
C -1.77002 8.38424 -2.82344 0.01 0.00 -0.01
C -0.61006 7.62467 -2.75360 -0.02 0.01 0.01
C -0.61468 6.40522 -2.09111 0.04 0.02 -0.01
H 4.05990 4.62155 6.77705 0.00 0.00 0.00
H 4.57469 2.85113 5.11783 0.00 0.00 0.00
H 2.83471 2.11353 3.51692 -0.01 0.01 0.00
H 0.07047 4.87397 5.22692 0.01 0.00 0.01
H 1.79915 5.62891 6.83024 0.00 0.00 0.00
H 0.89971 5.76130 2.81773 -0.01 0.00 0.00
H -0.33039 6.68896 0.64011 -0.01 0.00 0.01
H -3.41547 4.54559 -3.14970 0.00 0.00 0.01
H -4.67915 2.21090 -3.43393 0.00 0.00 0.01
H -3.67554 -1.61351 -3.01871 -0.03 0.02 0.01
H -5.28125 -2.55029 -4.66835 -0.01 0.01 0.00
H -7.58624 -1.65250 -4.82258 0.00 0.00 0.00
H -8.28654 0.19119 -3.32054 0.00 0.00 0.00
H -6.67608 1.12740 -1.68921 -0.01 0.00 0.00
H -0.86399 -2.98640 3.82296 0.07 0.00 0.03
H -1.32370 -4.83105 5.39946 -0.01 0.00 0.01
H -3.54781 -4.99439 6.50011 0.00 0.00 0.00
H -5.27888 -3.29114 6.01515 0.01 0.00 0.00
H -4.78993 -1.44360 4.44555 0.01 0.00 0.00
H -1.07814 -0.75202 5.60489 -0.01 0.00 -0.01
H 0.51072 1.37218 5.68307 -0.02 0.02 0.00
H -4.50517 -2.76662 2.04855 0.00 0.01 0.01
H -5.34404 -2.04870 -0.38269 -0.01 0.02 0.01
H -3.83600 6.32467 -1.09575 0.00 0.01 0.00
H -3.84099 8.50252 -2.26953 0.00 0.00 0.00
H -1.76802 9.33651 -3.34010 -0.01 0.00 0.00
H 0.30230 7.98058 -3.21749 0.00 -0.01 0.00
H 0.28909 5.81176 -2.02872 -0.02 -0.01 0.01
O -2.02610 -2.45933 -2.41359 0.21 0.06 -0.01
C -0.98843 -1.85254 -2.07444 0.00 -0.15 -0.04
O -0.72781 -0.62898 -2.18364 -0.20 0.05 0.10
C 0.12031 -2.73132 -1.45050 -0.03 0.00 0.00
P 1.74943 -1.89126 -1.45514 -0.07 0.11 -0.05
C 2.19744 -1.94818 -3.23463 0.02 0.00 -0.01
C 1.33571 -2.37787 -4.24260 0.00 -0.03 -0.01
C 1.70524 -2.28789 -5.57893 0.01 0.01 0.01
C 2.94245 -1.77139 -5.93536 0.00 0.00 -0.01
C 3.80812 -1.33026 -4.94276 0.00 0.01 0.01
C 3.42930 -1.40664 -3.61106 0.01 0.00 0.01
C 2.78575 -3.23692 -0.74441 -0.01 -0.07 0.07
C 2.48336 -3.61775 0.56986 0.02 0.01 -0.02
C 3.26526 -4.53249 1.25611 0.01 -0.03 0.02
C 4.37824 -5.09395 0.63910 -0.02 0.02 -0.01
C 4.68433 -4.73772 -0.66564 0.00 -0.01 0.01
C 3.89597 -3.81856 -1.35044 0.01 -0.04 -0.03
H 0.15484 -3.69997 -1.95309 -0.03 -0.03 0.06
H -0.15438 -2.91697 -0.40890 0.02 0.01 0.02
H 0.35702 -2.76883 -3.99501 0.01 0.00 0.00
H 1.01247 -2.61739 -6.34427 0.01 0.00 -0.01
H 3.22498 -1.69834 -6.97907 0.00 0.00 0.00
H 4.77172 -0.90916 -5.20601 0.00 0.00 0.00
H 4.09639 -1.02773 -2.84337 -0.01 -0.01 0.01
H 1.63420 -3.17612 1.07730 0.01 0.02 0.01
H 3.00630 -4.78996 2.27736 0.01 0.01 -0.01
H 5.00037 -5.80155 1.17450 0.00 0.00 0.00
H 5.54399 -5.17592 -1.16101 0.00 0.00 0.00
H 4.15296 -3.56350 -2.37103 0.00 0.02 0.00
O 1.58820 -2.31597 6.24564 0.03 -0.02 0.02
S 2.19092 -2.74235 5.00587 -0.09 0.03 -0.05
O 2.30588 -4.16945 4.80531 -0.02 -0.01 0.04
N 1.49414 -2.02541 3.73123 -0.05 -0.10 -0.09
C 2.33001 -1.24598 3.06384 0.11 -0.09 0.04
S 1.99930 -0.40405 1.66373 -0.03 0.18 0.10
C 3.71334 -1.21508 3.66578 -0.04 0.05 0.03
C 4.83496 -0.53129 3.22740 0.01 0.02 0.00
C 6.00536 -0.64431 3.96654 0.00 0.00 0.00
C 6.05488 -1.42351 5.12166 0.00 0.00 0.02
C 4.93214 -2.11774 5.55555 0.02 0.03 -0.06
C 3.78256 -1.99520 4.80034 0.06 -0.01 0.08
H 4.77300 0.06498 2.32545 0.00 0.00 0.00
H 6.89652 -0.12103 3.64097 0.00 0.00 0.00
H 6.97904 -1.49025 5.68318 0.00 0.00 0.00
H 4.95384 -2.73066 6.44750 0.00 -0.01 -0.01
C 0.91930 1.87396 -3.46385 0.03 -0.01 -0.03
As 1.57895 2.82451 -1.88877 -0.06 -0.04 0.06
C 3.16706 1.72749 -1.55553 0.01 0.04 0.02
C 2.52862 4.26382 -2.85064 0.02 -0.02 -0.08
H 1.72718 1.70976 -4.18148 -0.01 0.00 -0.01
H 0.12710 2.46694 -3.92493 0.01 0.00 -0.01
H 0.49239 0.91685 -3.15627 0.00 0.02 0.03
H 3.80452 2.22804 -0.82519 0.01 0.00 -0.01
H 3.71520 1.57474 -2.48790 0.02 -0.01 0.01
H 2.86237 0.76453 -1.14517 -0.02 0.00 0.00
H 3.25392 3.83325 -3.54467 0.01 0.02 0.00
H 3.04554 4.90946 -2.13960 0.01 0.00 0.00
H 1.81787 4.86588 -3.41860 -0.01 0.00 0.00
```
Positions in Å, forces in eV/Å.

Summary:
Net charge   -2
Multiplicity   1
DFT total energy   -184067.067 eV
F_max   0.51 eV/Å
ΔE to the lowest compared entry with this formula, charge and spin   9.18 kJ/mol